(1)
17
Properties=species:S:1:pos:R:3:nbo_charge:R:1 method="wB97M-V/def2-TZVPD" orbital_gap_ha=0.3706 e_lumo_ev=0.48
C -1.3962 1.1706 -0.1686 -0.39
C -0.1712 0.7020 0.1371 -0.46
C -1.1746 -0.1271 -2.4476 0.52
C 1.0897 1.5177 -0.2950 -0.65
O -0.5245 -1.0477 -2.5926 -0.54
O 1.6446 -1.4686 -0.1032 -1.08
O -0.9320 -2.0448 1.0911 -1.11
O 0.8597 -0.9603 2.3781 -1.11
Si 0.3181 -1.0488 0.7661 2.24
H -1.4477 2.2837 -0.4112 0.21
H -2.2396 0.5296 -0.0287 0.20
H 1.2402 2.3706 0.4480 0.22
H 1.9265 0.9098 -0.3569 0.22
H 0.8701 1.7770 -1.2361 0.20
H 1.4914 -1.5684 -1.0400 0.50
H -1.8185 -2.0492 0.7133 0.51
H 0.2640 -0.9461 3.1463 0.51

---

(2)
11
Properties=species:S:1:pos:R:3:nbo_charge:R:1 method="wB97M-V/def2-TZVPD" orbital_gap_ha=0.2932 charge=-1 e_lumo_ev=4.43
C 0.3588 -1.2974 -0.7773 -0.20
O 0.4786 -0.1157 -0.0900 -0.99
H -0.6228 -1.4887 -1.2832 0.10
H 1.0342 -1.2928 -1.6594 0.11
H 0.4928 -2.2063 -0.1698 0.11
H -1.0252 0.0433 0.4477 0.51
H -2.3463 0.7958 0.1519 0.44
O -1.9662 0.1795 0.7720 -1.02
H 1.2669 2.4705 0.4628 0.44
H 0.9871 1.0270 0.9165 0.52
O 1.3421 1.8848 1.2287 -1.01

---

(3)
19
Properties=species:S:1:pos:R:3:nbo_charge:R:1 method="wB97M-V/def2-TZVPD" multiplicity=3 orbital_gap_ha="0.2079 / 0.2771" e_lumo_ev="0.79 / -2.20" s_squared=2.04
C 0.9185 0.5454 -1.6321 -0.35
C 0.3771 0.2593 -2.9381 0.06
C 0.4554 -0.4491 -0.8647 0.13
C -1.3962 0.4384 0.8199 0.68
C 0.5875 -0.8499 0.5486 -0.07
C -0.4072 1.1785 1.6477 -0.34
C 0.8362 0.3029 1.6101 -0.22
C -0.3571 -0.1364 2.4355 -0.06
N -0.3394 -0.8533 -2.9030 -0.28
N -0.2136 -1.3570 -1.7299 -0.36
N -0.9007 -0.8637 1.1294 -0.45
O -2.3862 0.7627 0.2609 -0.51
H 1.5988 1.4223 -1.4565 0.24
H 0.2251 0.9962 -3.7187 0.20
H 1.0934 -1.7274 0.7446 0.22
H -0.5475 2.0977 2.0601 0.24
H 1.8186 0.6526 1.9067 0.24
H -0.4933 -0.4218 3.3964 0.23
H -0.8694 -1.9971 -1.3169 0.39

---

(4)
16
Properties=species:S:1:pos:R:3:nbo_charge:R:1 method="wB97M-V/def2-TZVPD" orbital_gap_ha=0.3977 charge=+1 e_lumo_ev=-3.99 smiles="C[N+]1(C(=O)NCl)CC1"
C 0.3995 -1.3676 0.1332 0.83
C 0.9071 1.1469 0.9191 -0.21
C -0.5783 1.1254 1.0116 -0.21
C 0.0319 0.6142 -1.4381 -0.42
N -0.7789 -1.9362 -0.1744 -0.65
N 0.1486 0.2931 0.0097 -0.29
O 1.4129 -1.7413 0.5607 -0.45
Cl -0.8346 -3.6872 -0.3105 0.24
H 1.4081 1.9344 0.4575 0.24
H 1.5414 0.5244 1.5643 0.26
H -1.0592 0.5063 1.7504 0.24
H -1.1272 1.9403 0.6139 0.25
H 0.1989 1.6805 -1.5497 0.23
H 0.9636 0.2034 -1.8562 0.24
H -0.9689 0.2779 -1.8396 0.25
H -1.6650 -1.5143 0.1479 0.44

---

(5)
113
Properties=species:S:1:pos:R:3:lowdin_spin:R:1 method="wB97M-V/def2-TZVPD" multiplicity=5 orbital_gap_ha="0.2780 / 0.2783" charge=-1 e_lumo_ev="2.37 / 2.37" s_squared=6.04
Mn 0.0899 -0.3793 -0.4607 3.75
O 0.0271 -1.3126 -2.0282 0.04
C -1.0563 -1.7828 -2.7477 0.01
C -2.2865 -0.8700 -2.6075 0.00
C -2.8891 -0.6833 -1.2439 0.00
C -4.2681 -0.5134 -1.1508 0.00
C -4.8304 -0.2007 0.0654 0.00
C -4.0069 -0.0849 1.1715 0.00
C -2.6459 -0.3000 1.0315 0.00
C -1.7499 -0.2327 2.2356 0.00
C -0.6249 0.8305 2.1582 0.01
O 0.2764 0.4943 1.1571 0.04
C -1.1972 2.2341 1.9567 0.00
C -0.4916 3.1515 1.1908 0.00
C -0.9650 4.4421 1.0086 0.00
C -2.1598 4.8373 1.5908 0.00
C -2.8718 3.9321 2.3635 0.00
C -2.3904 2.6434 2.5458 0.00
C 0.1515 0.7386 3.4882 0.00
C 1.0094 -0.3481 3.6557 0.00
C 1.7193 -0.5212 4.8301 0.00
C 1.5961 0.4002 5.8632 0.00
C 0.7534 1.4874 5.7043 0.00
C 0.0333 1.6542 4.5256 0.00
N -2.1056 -0.6060 -0.1636 0.02
C -1.3312 -3.2345 -2.3397 0.00
C -0.2256 -4.0689 -2.1715 0.00
C -0.3843 -5.3931 -1.8109 0.00
C -1.6587 -5.9155 -1.6089 0.00
C -2.7623 -5.0982 -1.7731 0.00
C -2.5976 -3.7640 -2.1396 0.00
C -0.6784 -1.7558 -4.2378 0.00
C -1.4223 -2.4526 -5.1846 0.00
C -1.0985 -2.3812 -6.5305 0.00
C -0.0205 -1.6104 -6.9443 0.00
C 0.7257 -0.9180 -6.0024 0.00
C 0.4009 -0.9869 -4.6541 0.00
H -3.0731 -1.2080 -3.2866 0.00
H -1.9871 0.1211 -2.9573 0.00
H -4.8696 -0.5890 -2.0463 0.00
H -5.8969 -0.0364 0.1541 0.00
H -4.4072 0.1687 2.1432 0.00
H -1.2410 -1.1871 2.3688 0.00
H -2.3653 -0.0780 3.1241 0.00
H 0.4156 2.8220 0.7099 0.00
H -0.4100 5.1310 0.3835 0.00
H -2.5411 5.8371 1.4285 0.00
H -3.8094 4.2247 2.8200 0.00
H -2.9594 1.9555 3.1590 0.00
H 1.1349 -1.0430 2.8357 0.00
H 2.3854 -1.3695 4.9315 0.00
H 2.1599 0.2743 6.7793 0.00
H 0.6538 2.2180 6.4982 0.00
H -0.6132 2.5157 4.4164 0.00
H 0.7625 -3.6472 -2.3066 0.00
H 0.4878 -6.0206 -1.6735 0.00
H -1.7842 -6.9508 -1.3172 0.00
H -3.7596 -5.4907 -1.6151 0.00
H -3.4766 -3.1424 -2.2556 0.00
H -2.2527 -3.0722 -4.8653 0.00
H -1.6841 -2.9327 -7.2561 0.00
H 0.2373 -1.5542 -7.9946 0.00
H 1.5702 -0.3164 -6.3148 0.00
H 0.9803 -0.4552 -3.9101 0.00
C 3.8337 3.5465 4.1497 0.00
C 3.7357 2.6778 2.9272 0.00
C 4.2254 1.3755 2.9286 0.00
C 4.0903 0.5607 1.8166 0.00
C 3.4515 1.0451 0.6842 0.00
C 2.9787 2.3453 0.6558 0.00
C 3.1266 3.1533 1.7713 0.00
S 3.1553 -0.0330 -0.6981 0.00
O 4.4196 -0.6243 -1.0636 0.00
O 2.4537 0.7641 -1.6766 0.01
N 2.0858 -1.0967 -0.1649 0.01
C 2.4045 -2.2756 0.4614 0.00
C 3.6691 -2.7870 0.7046 0.00
C 3.8484 -4.0234 1.3510 0.00
C 2.7961 -4.7904 1.7594 0.00
C 1.4836 -4.3191 1.5248 0.00
C 0.3357 -5.0576 1.8872 0.00
C -0.9038 -4.5663 1.6088 0.00
C -1.0007 -3.3079 0.9850 0.00
N 0.0387 -2.5800 0.6646 0.03
C 1.2828 -3.0702 0.8977 0.00
H 4.4679 3.0894 4.9088 0.00
H 2.8464 3.6983 4.5888 0.00
H 4.2430 4.5285 3.9063 0.00
H 4.7039 0.9881 3.8204 0.00
H 4.4716 -0.4511 1.8367 0.00
H 2.4827 2.7090 -0.2337 0.00
H 2.7374 4.1652 1.7489 0.00
H 4.5343 -2.2448 0.3600 0.00
H 4.8617 -4.3711 1.5136 0.00
H 2.9427 -5.7462 2.2461 0.00
H 0.4619 -6.0195 2.3713 0.00
H -1.8037 -5.1155 1.8487 0.00
H -1.9731 -2.8978 0.7447 0.00
O -2.8404 4.5935 -2.2481 0.00
C -1.5213 4.6201 -2.4987 0.00
C -0.9543 5.7961 -2.9934 0.00
C 0.4046 5.8582 -3.2405 0.00
C 1.2245 4.7577 -3.0071 0.00
C 0.6630 3.5916 -2.5155 0.00
C -0.7012 3.5082 -2.2514 0.00
C -1.2813 2.2556 -1.6626 0.01
O -2.5258 2.1672 -1.5448 0.00
O -0.4543 1.3538 -1.3592 0.04
H -3.0066 3.6763 -1.8837 0.00
H -1.6007 6.6458 -3.1690 0.00
H 0.8314 6.7783 -3.6227 0.00
H 2.2857 4.8089 -3.2099 0.00
H 1.2674 2.7125 -2.3243 0.00

---

Values of relative energy (zero: lowest compared OMol25 entry of this formula, charge and spin), in order: 2.3; 7.1; 40.0; 49.0; 0.0, all in kcal/mol.